The following is a DFT calculation (ωB97M-V/def2-TZVPD) of a cluster of 2 separate species, C2H7S3 in total.

Charge: -1
Gap between HOMO and LUMO (eV): 5.344
Highest occupied orbital energy (eV): -2.2
Calculated total energy (eV): -34694.4618

CARTESIAN COORDINATES (ANGSTROEM)
C -1.91115 1.06961 -0.21784
S -1.79797 2.83154 -0.70242
H -0.97637 0.75179 0.25368
H -2.70974 0.96130 0.50460
H -2.10532 0.43933 -1.08349
C 2.48316 -1.67707 0.07143
S 0.85924 -2.02409 0.76680
S 0.53518 -0.44347 2.01767
H 2.43530 -0.94515 -0.73141
H 2.99049 -2.57869 -0.30995
H 3.13564 -1.25640 0.83845
H -2.93847 2.87130 -1.40754